(1)
Formula: C22H32N6O8P2Zr
Source: OMol25
Level of theory: ωB97M-V with the def2-TZVPD basis set

Properties
E_HOMO: -13.3 eV
charge: +2
largest force on an atom: 0.0076 hartree/bohr
gap between HOMO and LUMO: 8.149 eV
energy relative to the best compared isomer or geometry (same formula, charge and spin): 76.2 kJ/mol
total energy: -68512.257 eV

CARTESIAN COORDINATES (ANGSTROEM)
Zr  -0.010414  -0.158602  0.488205
C  -2.197295  -2.617890  -0.083600
C  -1.232309  -2.618826  -1.245692
N  -0.756532  -1.230461  -1.499502
C  -1.742839  -0.420553  -2.240526
C  -2.677195  0.299071  -1.310063
C  -3.915222  0.746721  -1.733373
C  -4.703448  1.470132  -0.853864
C  -4.229444  1.720908  0.423245
C  -2.984044  1.237944  0.780132
C  -2.391447  1.511866  2.136194
N  -1.343838  0.528810  2.444589
C  -1.914785  -0.663815  3.133194
C  -2.526502  -1.617683  2.128491
N  -1.553225  -1.951457  1.066886
N  -2.224691  0.528281  -0.068173
H  -2.498178  -3.637789  0.165342
H  -3.107025  -2.066471  -0.325853
H  -1.706022  -3.023522  -2.142565
H  -0.357875  -3.222350  -1.013764
H  0.078569  -1.304876  -2.078829
H  -2.306872  -1.037525  -2.944030
H  -1.197664  0.321554  -2.827995
H  -4.253006  0.528387  -2.737496
H  -5.677432  1.829606  -1.157866
H  -4.817744  2.278576  1.139453
H  -3.177772  1.509264  2.895055
H  -1.954352  2.510533  2.154797
H  -0.659807  0.951442  3.064997
H  -2.675400  -0.348877  3.851269
H  -1.114000  -1.149818  3.678396
H  -3.398531  -1.172748  1.647594
H  -2.872758  -2.520006  2.637797
H  -0.874480  -2.600452  1.456228
O  1.652691  -0.016012  -0.695966
C  1.846567  0.107324  -2.006655
C  2.548952  -0.854895  -2.734300
C  2.729416  -0.690582  -4.099112
C  2.209580  0.419396  -4.759592
C  1.502484  1.368195  -4.044000
C  1.316848  1.221179  -2.668536
C  0.588854  2.193536  -1.861935
N  -0.062956  1.955589  -0.725237
C  -0.608836  3.169452  -0.341886
C  -0.284225  4.128505  -1.239143
N  0.468586  3.493444  -2.195321
H  2.942566  -1.718714  -2.213453
H  3.277414  -1.438924  -4.656349
H  2.349124  0.535784  -5.824823
H  1.073776  2.217198  -4.564514
H  -1.177009  3.296306  0.558481
H  -0.503155  5.180490  -1.275060
H  0.914010  3.930858  -2.985259
C  4.264826  -1.024169  0.769117
C  3.300199  -0.952241  1.939089
O  3.902931  -1.413875  3.158811
P  2.691052  0.785086  2.296960
O  3.818530  1.799279  1.882070
O  2.627516  0.909704  3.864747
O  1.416776  1.174257  1.611370
P  1.787199  -2.024745  1.767979
O  2.148475  -3.362587  2.501688
O  0.715095  -1.184372  2.460379
O  1.256877  -2.277564  0.385679
H  5.171336  -0.458443  0.995463
H  3.816275  -0.607872  -0.128633
H  4.531992  -2.065303  0.581279
H  4.863915  -1.327397  3.099760
H  4.394177  2.114718  2.591250
H  2.633120  0.078163  4.359471
H  2.848613  -3.270128  3.167524

Atoms 1-2, force components in eV/Å:
0.4 0.1 -0.1
0.0 0.0 0.1

(2)
Formula: C3H8N2O
Source: OMol25
Level of theory: ωB97M-V with the def2-TZVPD basis set

Properties
E_HOMO: -9.3 eV
largest force on an atom: 0.0138 hartree/bohr
gap between HOMO and LUMO: 10.156 eV
energy relative to the best compared isomer or geometry (same formula, charge and spin): 132.1 kJ/mol
SMILES: CN=C=O.CN
total energy: -8267.957 eV

CARTESIAN COORDINATES (ANGSTROEM)
C  -1.488451  0.748973  -1.720448
N  -1.008897  -0.458544  -1.105476
C  1.824278  0.137558  0.729836
C  -1.350523  -1.122340  -0.159950
O  -1.649566  -1.885650  0.682252
N  0.707020  -0.296805  1.558986
H  -2.260968  1.227012  -1.112463
H  -0.665784  1.454653  -1.857770
H  -1.922586  0.505325  -2.694356
H  2.821501  -0.118457  1.120614
H  1.723884  -0.300208  -0.269614
H  1.778941  1.225551  0.618937
H  0.771936  -1.291390  1.752402
H  0.719214  0.174322  2.457048

Atoms 1-2, force components in eV/Å:
-0.2 0.2 -0.1
0.0 -0.5 0.5

(3)
Formula: C17H25MoN2O2S8
Source: OMol25
Level of theory: ωB97M-V with the def2-TZVPD basis set

Properties
E_HOMO (alpha / beta): -10.2 / -10.2 eV
charge: +1
largest force on an atom: 0.0338 hartree/bohr
gap between HOMO and LUMO (alpha / beta): 6.196 / 6.197 eV
energy relative to the best compared isomer or geometry (same formula, charge and spin): 445.2 kJ/mol
total energy: -113638.620 eV

CARTESIAN COORDINATES (ANGSTROEM)
Mo  -0.304162  -0.424602  -1.462066
C  1.533915  1.143765  -3.790753
C  0.741628  0.334411  -4.809071
S  -0.438067  -0.831598  -3.989261
C  -2.079824  -0.235964  -4.557393
C  -2.841440  0.686504  -3.624598
S  -2.789907  0.068107  -1.913168
C  -3.227989  1.552988  -0.995814
C  -2.043742  2.425499  -0.606703
S  -0.996916  1.320462  0.379684
C  0.654527  1.914195  0.694717
C  1.719588  3.435075  -1.131199
S  0.250408  1.845247  -2.749627
H  2.278646  1.763049  -4.292218
H  2.114002  0.436964  -3.197346
H  1.409450  -0.285662  -5.402447
H  0.163971  0.975244  -5.473106
H  -2.649748  -1.140904  -4.765512
H  -1.905406  0.263672  -5.509811
H  -3.888415  0.720169  -3.926746
H  -2.430074  1.694655  -3.654521
H  -3.725010  1.159530  -0.107213
H  -3.968320  2.131963  -1.546860
H  -2.428431  3.253373  -0.008252
H  -1.495146  2.848387  -1.438412
H  0.786000  0.114443  -0.343890
H  0.991526  1.366939  1.570425
H  2.700176  3.231105  -1.570107
H  1.668645  4.499748  -0.894721
S  0.946959  -4.718620  -1.411830
C  0.654790  -3.160282  -1.207095
S  -0.900136  -2.428738  -0.672272
S  1.684747  -1.786263  -1.552175
N  -0.703360  -3.240608  7.106631
C  0.361198  -3.440117  6.315345
S  1.827683  -3.839230  6.941659
C  0.125646  -3.273948  4.840928
C  -1.095863  -2.874282  4.306192
C  -1.219978  -2.742904  2.930487
N  -0.235224  -2.982985  2.073736
C  0.931133  -3.370740  2.589493
C  1.159281  -3.523842  3.946095
H  -0.582077  -3.353036  8.098874
H  -1.617352  -3.022752  6.756150
H  -1.962582  -2.656641  4.914906
H  -2.167205  -2.433031  2.498217
H  1.724798  -3.567992  1.876494
H  2.122738  -3.838886  4.319867
C  3.381355  3.686390  1.309794
O  2.851535  2.489348  0.722634
C  1.633150  2.608105  0.117021
O  0.694658  3.281634  -2.106480
H  4.274880  3.385938  1.846863
H  2.657996  4.115325  2.005545
H  3.651345  4.421392  0.548907

Atoms 1-2, force components in eV/Å:
-1.2 0.4 1.2
0.7 -0.8 -0.2

(4)
Formula: C2H4NO2P
Source: OMol25
Level of theory: ωB97M-V with the def2-TZVPD basis set

Properties
E_HOMO: -9.6 eV
largest force on an atom: 0.0460 hartree/bohr
gap between HOMO and LUMO: 9.855 eV
energy relative to the best compared isomer or geometry (same formula, charge and spin): 446.6 kJ/mol
SMILES: C1Cp2on2O1
total energy: -17008.781 eV

CARTESIAN COORDINATES (ANGSTROEM)
C  0.912289  0.296116  -0.065414
C  -0.015908  -0.776701  -0.638514
N  -1.189597  1.155577  0.739960
O  0.136858  1.369900  0.442995
O  -1.323329  0.025872  1.737859
P  -1.764344  -0.508234  0.250626
H  1.650505  -0.055051  0.707379
H  1.516970  0.745854  -0.893205
H  -0.386401  -0.431155  -1.646940
H  0.462957  -1.822179  -0.634746

Atoms 1-2, force components in eV/Å:
0.9 -0.5 -0.6
-1.1 -0.3 0.3

Q: Among the records above, which one has the lowest largest force on an atom?
A: C22H32N6O8P2Zr